(1)
Formula: C3H11NO2S
Source: the OMol25 dataset
Level of theory: wB97M-V/def2-TZVPD

Calculated values
relative energy (zero: lowest compared OMol25 entry of this formula, charge and spin): 0.332 eV
HOMO energy: -0.346 Ha
multiplicity: 1
SMILES: OCNCCS.O
gap between HOMO and LUMO: 0.3661 Ha

Element x y z (Å)
H1 2.99173 1.28273 0.09949
O1 -3.49989 2.25292 -0.30833
H2 1.19724 1.68782 -1.50534
S1 -1.75612 -2.45928 0.39397
H3 -3.41966 2.57267 -1.21078
N1 1.18891 0.32762 0.33578
H4 0.21936 -0.87591 -1.02892
H5 -1.41980 -3.31378 1.36845
H6 -3.01763 1.41503 -0.30205
H7 1.09472 -1.77898 0.16713
H8 1.37446 0.50520 1.31100
C1 2.34454 0.59911 -0.47199
H9 -1.39053 -0.13330 0.75351
O2 1.98074 1.16532 -1.71188
C2 0.47397 -0.89572 0.02464
H10 2.91363 -0.30741 -0.69559
H11 -0.50643 -1.01974 1.92304
C3 -0.76923 -1.02428 0.85788

---

(2)
Formula: C19H22BrF3MgO4PS2
Source: the OMol25 dataset
Level of theory: wB97M-V/def2-TZVPD

Calculated values
relative energy (zero: lowest compared OMol25 entry of this formula, charge and spin): 0.589 eV
HOMO energy (alpha / beta): 0.064 / -0.071 Ha
multiplicity: 2
charge: -2
gap between HOMO and LUMO (alpha / beta): 0.0989 / 0.2341 Ha

Element x y z (Å)
H1 2.28643 -4.58934 -0.48404
H2 3.25158 2.16759 -5.08406
H3 -3.54634 0.58118 -0.42720
H4 1.86419 -3.94064 -2.85884
H5 0.52902 -3.03570 1.73450
C1 2.61299 0.14591 -4.73872
C2 4.22701 3.75138 2.54281
C3 1.19998 1.55962 3.09352
H6 -2.61184 -1.66169 -0.82978
C4 3.93723 3.49768 4.92434
H7 5.53158 4.68866 4.04357
H8 -1.70628 0.43801 2.79949
C5 -0.54246 -1.29934 2.40433
C6 -2.05217 -1.57673 0.09578
C7 3.14561 2.94375 2.33315
H9 3.37831 -0.36865 -5.32390
H10 -3.14265 1.46764 1.03905
C8 1.99242 -3.18757 -2.07892
H11 0.99831 -2.88324 -1.74540
O1 2.64293 -2.08117 -2.71166
H12 2.95882 -2.97877 -0.16433
H13 3.78912 -4.07355 -1.27785
S1 3.09952 -0.10049 -0.50333
H14 2.13084 1.53832 -6.30916
H15 1.69401 -0.44043 -4.78673
F1 -0.98161 3.57621 0.15273
H16 -0.83933 -3.29160 -0.31974
C9 -3.40375 0.48327 0.64991
C10 2.34956 2.36660 3.39360
C11 4.66475 4.06789 3.85822
C12 -0.42443 2.73846 -0.78638
C13 2.80973 -3.73928 -0.92994
O2 1.06189 1.14933 1.82926
O3 0.34199 1.23379 3.93904
H17 -4.35917 0.18791 1.09386
H18 4.75324 4.15743 1.68396
C14 -1.56352 -0.39888 2.12717
P1 2.30016 -0.56994 -2.23259
O4 3.08248 0.22273 -3.38654
H19 0.06996 -1.12006 3.27794
H20 1.53516 2.00050 -4.69898
S2 0.34655 -0.25984 -2.35321
C15 2.84232 2.70235 4.71477
F2 -1.52878 2.39741 -1.57622
H21 4.25336 3.67572 5.94593
F3 0.27036 3.61208 -1.61708
C16 2.36651 1.54955 -5.24158
Mg1 0.76136 1.07703 0.03698
C17 -1.04886 -2.49046 0.37968
C18 -2.32334 -0.52046 0.96746
Br1 2.07640 1.96083 6.32489
H22 2.84570 2.73425 1.31551
C19 -0.28755 -2.35166 1.53532

---

(3)
Formula: C4H10ClNO
Source: the OMol25 dataset
Level of theory: wB97M-V/def2-TZVPD

Calculated values
relative energy (zero: lowest compared OMol25 entry of this formula, charge and spin): 2.929 eV
HOMO energy: -0.305 Ha
multiplicity: 1
SMILES: C=C(Cl)N(C)C.O
gap between HOMO and LUMO: 0.3310 Ha

Element x y z (Å)
H1 -1.77458 -0.24439 -0.91513
H2 -1.28613 0.63922 0.55686
C1 1.23408 0.60554 0.00442
C2 -1.20829 0.59419 -0.47437
H3 0.96044 -1.75431 1.10504
C3 1.16424 1.39303 1.08748
H4 -0.30977 0.46672 -2.95331
H5 1.43368 0.03689 -2.21142
H6 -1.45154 1.49179 -1.08600
H7 0.39197 -0.41284 1.47612
H8 -0.04364 -1.06533 -2.33626
Cl1 2.70498 -0.26831 -0.29167
N1 0.20410 0.39864 -0.79492
C4 0.35716 -0.02790 -2.16653
H9 0.43835 2.06808 1.11931
H10 2.04716 1.39906 1.69565
O1 0.22926 -1.36354 1.68000

---

(4)
Formula: C3H9NO2
Source: the OMol25 dataset
Level of theory: wB97M-V/def2-TZVPD

Calculated values
relative energy (zero: lowest compared OMol25 entry of this formula, charge and spin): 0.678 eV
HOMO energy: -0.348 Ha
multiplicity: 1
SMILES: CC(N)=O.CO
gap between HOMO and LUMO: 0.3740 Ha

Element x y z (Å)
H1 1.10070 -1.56397 -0.21750
H2 1.52310 2.31771 1.38907
H3 2.21306 2.26470 -0.26208
N1 -1.90642 -2.11065 0.33824
C1 -0.92364 -1.21595 0.09637
H4 -1.98200 -2.98695 -0.15438
C2 1.41133 2.68414 0.36265
C3 0.19319 -1.63112 -0.80867
H5 1.57185 3.76631 0.37040
H6 -2.62528 -1.79287 0.96724
H7 0.30735 -0.93066 -1.62960
H8 0.08095 -2.63810 -1.21469
O1 -0.93823 -0.11621 0.62765
H9 -0.16492 1.57533 0.29570
O2 0.13897 2.37831 -0.16041

---

(5)
Formula: C46H42F4LiN7Si2Te
Source: the OMol25 dataset
Level of theory: wB97M-V/def2-TZVPD

Calculated values
relative energy (zero: lowest compared OMol25 entry of this formula, charge and spin): 4.136 eV
HOMO energy (alpha / beta): -0.041 / -0.041 Ha
multiplicity: 1
charge: -2
gap between HOMO and LUMO (alpha / beta): 0.1055 / 0.1055 Ha

Element x y z (Å)
H1 7.37290 -0.78520 -6.81790
C1 -0.85920 -0.76480 2.74540
C2 5.02580 -2.36180 1.37260
N1 -0.55900 -1.41360 1.61420
C3 -1.68760 4.71370 0.80300
H2 -0.15960 4.75190 -2.97480
C4 7.72860 2.50600 -2.31530
C5 -1.47750 0.63960 5.06610
H3 -0.14540 -3.16920 0.68900
H4 6.29260 -1.65350 -4.86760
C6 5.81850 2.00800 -0.79130
H5 -5.57660 -1.86730 -2.77470
H6 -2.15880 5.55760 1.29730
C7 5.86210 -0.68060 -4.66890
C8 -0.52790 2.50680 -0.43620
C9 6.22150 0.39880 -5.45300
H7 -4.26900 -1.02300 -3.58820
H8 -2.25640 -3.28300 -4.92080
H9 -4.33430 -2.77150 -3.62210
H10 8.17400 0.67300 -6.21710
H11 -2.06680 3.44570 2.45870
C10 8.71950 2.06340 -3.18260
F1 7.10060 -1.84440 -0.31970
C11 5.63930 1.62690 -5.17590
H12 -3.81330 -4.43760 -1.02770
H13 0.44990 0.51460 -2.80390
C12 -1.29370 -2.79200 -4.81800
C13 4.97300 -0.55450 -3.60680
C14 -0.45530 -3.47140 2.81250
C15 -1.01010 0.67290 2.67210
C16 -0.99990 -1.44740 3.98600
H14 4.68560 3.66670 -3.12200
C17 6.60790 -0.58830 -0.48760
C18 -1.31020 1.33090 3.87320
H15 -0.26250 -4.53340 2.78010
C19 5.39090 -0.24750 0.11700
H16 -1.02420 -1.30470 -1.13360
C20 -0.37440 -2.70930 1.63970
H17 -0.20510 -5.02100 -1.68260
C21 -3.85390 -0.45800 -0.33280
C22 6.95820 1.63880 -1.49150
H18 -1.72100 1.20100 5.96090
H19 -1.22110 5.82320 -0.97360
H20 5.90700 2.48590 -5.77710
C23 -0.61600 3.75690 -1.11500
H21 3.97310 -1.62950 -2.02130
F2 8.47400 -0.19270 -1.81530
H22 -3.66530 0.46360 -0.87320
H23 3.10290 3.08310 -3.64380
N2 -0.77860 1.17320 1.45680
N3 -0.09970 1.40230 -1.05460
C24 -0.76610 -2.83760 3.98580
H24 4.24740 -2.55360 -3.50550
N4 5.37090 -3.36680 1.82030
C25 1.18430 -2.37100 -2.99420
H25 -5.10090 -3.51900 -0.26840
C26 -0.15950 3.80350 -2.45010
C27 -0.63700 -4.82410 -2.65820
C28 -4.03110 -3.53440 -0.46500
C29 -1.17190 4.86940 -0.46420
H26 -1.65080 -5.21120 -2.64450
Li1 0.39580 0.02620 0.37380
C30 0.23940 2.64900 -3.06500
C31 7.33520 0.28090 -1.26590
C32 -1.60880 -1.95300 -1.78300
C33 4.40840 0.69300 -3.32630
C34 3.26910 -0.79300 1.11320
C35 -0.97040 2.38290 0.93590
C36 4.15500 3.15090 -3.91990
H27 5.58950 -2.22610 -2.42330
Te1 3.10600 0.97690 -1.63360
H28 1.46330 -2.07170 -1.98700
H29 4.25490 3.75140 -4.82230
F3 4.19740 1.65950 0.88440
H30 -0.61830 -3.24220 -5.54180
H31 -3.51780 -3.61150 0.48920
C37 4.59140 -1.12820 0.89010
C38 7.51940 3.87810 -2.37230
N5 9.53050 1.77120 -3.95540
N6 2.14940 -0.51140 1.19550
N7 7.42990 5.03010 -2.43790
H32 1.85190 -3.16960 -3.29860
H33 1.36160 -1.52440 -3.65360
C39 -1.60870 3.50810 1.48410
H34 -4.88890 -0.44760 -0.00130
H35 -3.21490 -0.44750 0.54410
F4 5.28370 3.25760 -0.94570
C40 4.74100 1.78870 -4.13470
H36 -0.81960 -3.38280 4.92050
H37 0.54240 2.63710 -4.10230
C41 -1.33710 -0.72540 5.14450
Si1 -3.41380 -1.96800 -1.41430
C42 0.23600 1.45790 -2.32460
H38 -1.43320 -1.75080 -5.09260
C43 4.67420 -1.80680 -2.83630
H39 -1.46430 -1.24990 6.08220
H40 -1.37750 2.40630 3.90260
C44 7.22380 0.26080 -6.55670
C45 -4.51250 -1.90130 -2.99800
C46 4.91630 1.09230 -0.16400
Si2 -0.64360 -2.92830 -3.00880
H41 -0.07110 -5.39200 -3.39260
H42 6.90870 0.80970 -7.44400

---

(6)
Formula: C7H12
Source: the OMol25 dataset
Level of theory: wB97M-V/def2-TZVPD

Calculated values
relative energy (zero: lowest compared OMol25 entry of this formula, charge and spin): 4.173 eV
HOMO energy: -0.301 Ha
multiplicity: 1
gap between HOMO and LUMO: 0.3113 Ha

Element x y z (Å)
C1 -0.34506 0.43570 0.59356
C2 -1.07338 1.68670 1.01074
H1 1.06739 1.26981 -0.84698
H2 -1.67594 -1.22838 0.16098
C3 1.29802 -0.77270 -0.81300
H3 -0.35752 0.46612 -1.57553
C4 0.38281 0.40688 -0.75128
H4 1.09841 1.83774 1.55204
H5 -1.02290 2.55796 0.35921
H6 2.16138 -1.45788 -2.54416
H7 -2.02280 1.58968 1.53619
H8 -0.10180 -1.66864 0.81358
C5 1.16186 -1.52188 -2.08320
H9 0.09367 0.85980 2.72530
H10 1.03395 -2.59753 -1.87629
H11 -1.35315 -1.02537 1.90160
C6 -0.91793 -0.93854 0.89884
C7 0.18892 1.26585 1.72118
H12 0.38405 -1.16534 -2.78280

---

> What is the relative energy (zero: lowest compared OMol25 entry of this formula, charge and spin) in the fourth record?

0.678 eV